Run P
CH2O2 in the gas phase. Source: the Open Molecules 2025 dataset; level of theory: the ωB97M-V functional and the def2-TZVPD basis.

Calculated values
HOMO-LUMO gap = 0.4271 Ha
LUMO = 0.6 eV
spin multiplicity = 1
highest occupied orbital energy = -0.4057 Ha
structure (SMILES) = O=CO

```
5
CH2O2 the ωB97M-V functional and the def2-TZVPD basis
O -1.0325 -0.5921 0.0613
C -0.0095 -0.1359 -0.3629
O 0.8097 0.6365 0.4106
H 0.4308 -0.3024 -1.3641
H 1.6390 0.8250 -0.0234
```

=====

Run Q
CH2O2 in the gas phase. Source: the Open Molecules 2025 dataset; level of theory: the ωB97M-V functional and the def2-TZVPD basis.

Calculated values
HOMO-LUMO gap = 0.4306 Ha
LUMO = 0.6 eV
spin multiplicity = 1
highest occupied orbital energy = -0.4082 Ha
structure (SMILES) = O=CO

```
5
CH2O2 the ωB97M-V functional and the def2-TZVPD basis
C 0.4273 0.0209 -0.1038
H -1.2311 0.0373 0.2729
H 0.0388 1.1348 -0.0710
O -0.6843 -0.6565 -0.0800
O 1.4493 -0.5364 -0.0180
```

=====

Result of the stability comparison: run P is the most stable of them.

=====

Run P
A molecular structure, C39H45GeN8O2SSi3W. Source: the Open Molecules 2025 dataset; level of theory: the ωB97M-V functional and the def2-TZVPD basis.

Calculated values
charge = +2
HOMO-LUMO gap (alpha / beta) = 0.2098 / 0.2166 Ha
LUMO (alpha / beta) = -7.2 / -7.2 eV
spin multiplicity = 2
highest occupied orbital energy (alpha / beta) = -0.4757 / -0.4807 Ha

```
100
C39H45GeN8O2SSi3W the ωB97M-V functional and the def2-TZVPD basis
W -0.1212 0.1546 -0.3158
O -3.1443 0.5975 2.0527
C -2.3594 1.1227 1.3148
N -2.0329 0.6332 0.0152
C -3.0102 -0.3095 -0.4314
C -4.3418 0.0016 -0.6423
C -5.1993 -1.0221 -1.0079
C -4.7217 -2.3216 -1.1485
C -3.3889 -2.6344 -0.9287
C -2.5278 -1.6042 -0.5581
N -1.1342 -1.6714 -0.2851
C -0.5286 -2.8857 -0.1088
O -1.0576 -3.9686 -0.0055
C 0.9538 -2.7594 -0.0524
C 1.7473 -3.8702 0.1694
C 3.1197 -3.7072 0.2092
C 3.6434 -2.4376 0.0120
C 2.7839 -1.3781 -0.1998
N 1.4507 -1.5240 -0.2300
C -1.6164 2.3621 1.6472
C -1.9974 3.1795 2.6971
C -1.2683 4.3387 2.9052
C -0.1938 4.6111 2.0710
C 0.1292 3.7073 1.0709
N -0.5755 2.5991 0.8514
H -4.6987 1.0155 -0.5174
H -6.2459 -0.8122 -1.1794
H -5.4033 -3.1120 -1.4318
H -3.0360 -3.6474 -1.0264
H 1.2606 -4.8257 0.3048
H 3.7708 -4.5533 0.3819
H 4.7092 -2.2581 0.0112
H 3.1773 -0.3899 -0.3743
H -2.8412 2.9022 3.3129
H -1.5349 5.0218 3.7001
H 0.3866 5.5155 2.1882
H 0.9686 3.8960 0.4185
S 6.3342 2.8876 2.7046
N 5.6460 3.2251 1.2813
C 4.4817 2.6079 1.2567
C 3.5163 2.6808 0.1670
C 3.5956 3.5312 -0.8681
C 2.4656 3.6721 -1.8322
C 1.6932 2.3541 -1.9884
N 1.4846 1.6400 -0.6977
C 2.3275 1.8315 0.2669
C 2.0846 1.1027 1.5358
N 0.9672 0.3486 1.5689
C 0.6625 -0.3453 2.6653
C 1.4839 -0.3169 3.7874
C 2.6589 0.4032 3.7491
C 2.9850 1.1261 2.5968
C 4.2155 1.8801 2.4376
N 5.1782 1.9545 3.3368
H 4.4580 4.1839 -0.9570
H 1.7923 4.4131 -1.3739
H 0.6809 2.6113 -2.3283
H -0.2464 -0.9349 2.6366
H 1.1987 -0.8813 4.6637
H 3.3403 0.4174 4.5899
C -3.0199 -0.4254 -4.0238
Si -1.7287 0.9013 -3.7204
C -2.3855 2.3706 -2.7529
C -1.1872 1.5522 -5.4011
Ge 0.2187 -0.3380 -2.8117
Si 0.4448 -2.4688 -3.9026
C -0.8994 -3.7051 -3.4915
C 0.3705 -2.0206 -5.7270
C 2.1433 -3.1723 -3.5142
Si 2.1844 0.9653 -3.2482
C 2.9240 4.2629 -3.1606
C 2.3850 1.5486 -5.0155
C 3.8663 0.2539 -2.7498
H -3.8841 0.0397 -4.5073
H -3.3697 -0.9221 -3.1223
H -2.6403 -1.1864 -4.7078
H -3.4718 2.4028 -2.8607
H -1.9885 3.2915 -3.1845
H -2.1656 2.3684 -1.6841
H -2.1160 1.7545 -5.9452
H -0.6045 0.8583 -6.0052
H -0.6559 2.5013 -5.3263
H -1.8967 -3.2659 -3.5595
H -0.7953 -4.1458 -2.4992
H -0.8482 -4.5199 -4.2178
H -0.6362 -1.7514 -6.0481
H 0.6709 -2.9002 -6.3030
H 1.0445 -1.2080 -6.0046
H 2.3755 -3.1748 -2.4477
H 2.9266 -2.6117 -4.0287
H 2.2022 -4.2047 -3.8655
H 2.0984 4.3195 -3.8698
H 3.3104 5.2712 -3.0159
H 3.7169 3.6622 -3.6048
H 1.5090 2.0240 -5.4463
H 2.6024 0.6622 -5.6195
H 3.2370 2.2168 -5.1297
H 4.2068 0.5775 -1.7646
H 4.6021 0.6282 -3.4658
H 3.9060 -0.8348 -2.7854
```

=====

Run Q
A molecular structure, C39H45GeN8O2SSi3W. Source: the Open Molecules 2025 dataset; level of theory: the ωB97M-V functional and the def2-TZVPD basis.

Calculated values
charge = +2
HOMO-LUMO gap (alpha / beta) = 0.2237 / 0.2158 Ha
LUMO (alpha / beta) = -6.6 / -6.9 eV
spin multiplicity = 2
highest occupied orbital energy (alpha / beta) = -0.4674 / -0.4696 Ha

```
100
C39H45GeN8O2SSi3W the ωB97M-V functional and the def2-TZVPD basis
W -0.5992 -0.1617 -0.7746
O -1.0829 -4.3268 -1.1163
C -1.0505 -3.1768 -0.7598
N -0.5865 -2.0899 -1.4925
C -0.1601 -2.3497 -2.8226
C -0.2857 -3.5237 -3.5730
C 0.1619 -3.5262 -4.8823
C 0.7201 -2.3910 -5.4576
C 0.8466 -1.2261 -4.7263
C 0.4049 -1.2218 -3.4048
N 0.3815 -0.1155 -2.5284
C 1.1333 1.0133 -2.8889
O 2.1054 1.0209 -3.5906
C 0.5145 2.2543 -2.3651
C 0.9010 3.4877 -2.8451
C 0.1311 4.5910 -2.5177
C -0.9929 4.3879 -1.7351
C -1.2738 3.1214 -1.2546
N -0.5224 2.0478 -1.5435
C -1.5405 -2.8056 0.5865
C -2.0911 -3.7800 1.3983
C -2.5576 -3.4203 2.6479
C -2.4150 -2.0957 3.0284
C -1.8404 -1.1916 2.1582
N -1.4155 -1.5171 0.9237
H -0.7143 -4.4155 -3.1572
H 0.0678 -4.4339 -5.4623
H 1.0615 -2.4130 -6.4833
H 1.2893 -0.3524 -5.1731
H 1.7674 3.5398 -3.4900
H 0.3845 5.5764 -2.8841
H -1.6562 5.2020 -1.4795
H -2.1385 2.9870 -0.6279
H -2.1344 -4.7901 1.0165
H -3.0027 -4.1494 3.3109
H -2.7294 -1.7504 4.0036
H -1.7055 -0.1797 2.4847
S -7.5768 2.2782 1.3829
N -6.1390 2.5731 2.0397
C -5.2410 1.9632 1.2812
C -3.8081 1.9810 1.4992
C -3.1765 2.7227 2.5026
C -1.8017 2.7080 2.5652
C -1.0814 1.9262 1.6649
N -1.6666 1.1891 0.7229
C -3.0192 1.2424 0.6198
C -3.6057 0.5554 -0.5121
N -2.7284 -0.0527 -1.3336
C -3.1782 -0.6517 -2.4367
C -4.5319 -0.6765 -2.7590
C -5.4409 -0.0703 -1.9186
C -4.9740 0.5710 -0.7678
C -5.8097 1.2774 0.1814
N -7.1283 1.3803 0.1268
H -3.7743 3.3037 3.1933
H -1.2668 3.2794 3.3105
H -0.0044 1.8741 1.7125
H -2.4411 -1.1241 -3.0757
H -4.8502 -1.1734 -3.6640
H -6.5013 -0.0727 -2.1347
C 2.1637 -3.4036 -0.3270
Si 3.0357 -1.7471 -0.2225
C 3.7229 -1.2958 -1.8956
C 4.4817 -1.9159 0.9561
Ge 1.5791 -0.0030 0.7444
Si 1.5478 -0.6589 3.0959
C 1.1144 -2.4807 3.2329
C 3.2482 -0.4707 3.8637
C 0.4619 0.4007 4.2216
Si 2.8290 2.1043 0.6248
C 3.8728 2.2348 -0.9247
C 4.0215 2.2439 2.0589
C 1.7009 3.6091 0.7753
H 2.9272 -4.1817 -0.2350
H 1.6720 -3.5546 -1.2881
H 1.4366 -3.5763 0.4681
H 4.4443 -2.0801 -2.1485
H 4.2614 -0.3482 -1.8885
H 2.9884 -1.2640 -2.6955
H 5.2234 -2.5541 0.4665
H 4.2026 -2.3989 1.8927
H 4.9688 -0.9664 1.1842
H 1.9690 -3.0750 2.9020
H 0.2514 -2.7975 2.6501
H 0.9303 -2.7372 4.2797
H 4.0784 -0.6920 3.1996
H 3.3019 -1.1722 4.7018
H 3.3958 0.5283 4.2708
H -0.6178 0.3139 4.1155
H 0.7362 1.4561 4.1380
H 0.7043 0.1004 5.2455
H 4.7340 1.5697 -0.8220
H 4.2674 3.2522 -0.9993
H 3.3878 1.9922 -1.8666
H 4.6700 1.3751 2.1664
H 3.5161 2.4145 3.0090
H 4.6628 3.1094 1.8679
H 0.8958 3.6550 0.0425
H 2.3175 4.5024 0.6408
H 1.2648 3.6825 1.7750
```

=====

Result of the stability comparison: run Q is the most stable of them.

=====

Run P
A molecular structure, H14LiO7. Source: the Open Molecules 2025 dataset; level of theory: the ωB97M-V functional and the def2-TZVPD basis.

Calculated values
charge = +1
HOMO-LUMO gap = 0.3839 Ha
LUMO = -3.5 eV
spin multiplicity = 1
highest occupied orbital energy = -0.5109 Ha

```
22
H14LiO7 the ωB97M-V functional and the def2-TZVPD basis
Li 0.5508 -0.3291 -0.4775
O 0.2238 -2.3891 -1.2835
H 0.6828 -3.1881 -0.8105
H -0.1562 -2.7751 -2.0615
O -2.9922 -0.3281 0.7675
H -3.4192 -1.1631 0.7065
H -2.0652 -0.2761 0.6245
O -1.3242 0.7959 -0.8475
H -2.1092 0.8929 -1.1545
H -1.0552 1.7689 -0.8975
O -0.1262 2.4749 1.8915
H 0.3238 1.6959 1.6175
H 0.4848 2.5969 2.6235
O -0.1612 -1.1411 1.3235
H -0.6142 -1.8391 1.6355
H 0.0258 -0.7511 2.2035
O 1.5868 1.1429 0.6535
H 2.2738 0.7029 1.1155
H 1.9588 1.8819 0.1355
O 1.7218 0.1279 -2.1565
H 2.3388 0.6919 -2.7685
H 1.8508 -0.5931 -2.8405
```

=====

Run Q
A molecular structure, H14LiO7. Source: the Open Molecules 2025 dataset; level of theory: the ωB97M-V functional and the def2-TZVPD basis.

Calculated values
charge = +1
HOMO-LUMO gap = 0.3673 Ha
LUMO = -3.8 eV
spin multiplicity = 1
highest occupied orbital energy = -0.5052 Ha

```
22
H14LiO7 the ωB97M-V functional and the def2-TZVPD basis
Li -8.6215 -4.8592 4.6111
O -9.8523 -5.4482 5.4721
H -10.1240 -6.2528 5.9136
H -9.8765 -4.7791 6.1562
O -7.3507 -5.8430 5.4417
H -7.3677 -6.6952 5.8772
H -6.4393 -5.7296 5.1718
O -7.9731 -3.7045 5.2554
H -7.9642 -3.5310 6.1968
H -7.3395 -3.0863 4.8914
O -8.6876 -6.6325 3.6301
H -8.0188 -7.2124 3.9943
H -9.5110 -6.9572 3.9944
O -9.9306 -3.6667 4.1912
H -10.5761 -3.5737 4.8919
H -10.4462 -3.6421 3.3851
O -8.4988 -2.6597 2.8380
H -9.2808 -2.1407 2.6499
H -8.7773 -3.2766 3.5148
O -7.9213 -4.7953 3.0865
H -7.3833 -5.5379 2.8120
H -7.2907 -4.1054 3.2929
```

=====

Result of the stability comparison: run P is the most stable of them.

=====

Run P
CH5N3O2 in the gas phase. Source: the Open Molecules 2025 dataset; level of theory: the ωB97M-V functional and the def2-TZVPD basis.

Calculated values
HOMO-LUMO gap = 0.3547 Ha
LUMO = 0.6 eV
spin multiplicity = 1
highest occupied orbital energy = -0.3321 Ha
structure (SMILES) = N=C(NO)NO

```
11
CH5N3O2 the ωB97M-V functional and the def2-TZVPD basis
C -0.0517 0.4252 0.0060
H -2.1596 0.2453 -0.0675
H -0.3172 -1.6018 -0.3157
H -0.2588 2.3457 0.1155
H 1.7685 1.2205 -0.3336
H 2.5701 -1.1102 0.4864
N -0.6662 -0.7934 0.1749
N -0.7577 1.4981 -0.1004
N 1.3509 0.5069 0.2116
O -2.0396 -0.7681 -0.0359
O 1.9418 -0.7484 -0.2046
```

=====

Run Q
2 unconnected molecules or ions with the total composition CH5N3O2. Source: the Open Molecules 2025 dataset; level of theory: the ωB97M-V functional and the def2-TZVPD basis.

Calculated values
HOMO-LUMO gap = 0.3506 Ha
LUMO = 0.6 eV
spin multiplicity = 1
highest occupied orbital energy = -0.3298 Ha
structure (SMILES) = C=[N+]([O-])O.[H]/N=N\[H]

```
11
CH5N3O2 the ωB97M-V functional and the def2-TZVPD basis
C 0.6632 0.5348 -0.1912
N -2.9476 0.3213 0.0410
N -2.1900 -0.5451 0.3832
N 1.9155 0.4143 0.0360
O 2.1962 -0.8304 0.6370
O 2.7951 1.2614 -0.0637
H 0.4851 1.4063 -0.7522
H -0.0327 -0.2103 0.1598
H -3.6658 0.1912 -0.6451
H 3.1500 -1.0702 0.3763
H -2.3691 -1.4732 0.0189
```

=====

Run R
CH5N3O2 in the gas phase. Source: the Open Molecules 2025 dataset; level of theory: the ωB97M-V functional and the def2-TZVPD basis.

Calculated values
HOMO-LUMO gap = 0.3705 Ha
LUMO = 0.6 eV
spin multiplicity = 1
highest occupied orbital energy = -0.3495 Ha
structure (SMILES) = CNN[N+](=O)[O-]

```
11
CH5N3O2 the ωB97M-V functional and the def2-TZVPD basis
C -0.8440 1.1683 0.3777
N -0.0101 0.5611 -0.6767
N 0.1565 -0.7386 -0.8118
N 1.0734 -1.3378 0.1437
O 2.0325 -0.6685 0.5202
O 0.9606 -2.5240 0.2145
H -1.6204 0.4796 0.8196
H -0.3560 1.3449 1.3330
H -1.3386 2.1019 -0.0132
H 0.8043 1.1136 -1.0648
H -0.8584 -1.5004 -0.8422
```

=====

Result of the stability comparison: run P is the most stable of them.